No. 1
# C35H35BF4N5O7S

A 4-piece molecular cluster, C35H35BF4N5O7S overall in a non-equilibrium geometry (wB97M-V/def2-TZVPD, the OMol25 dataset).

```
88
Properties=species:S:1:pos:R:3:mulliken_charge:R:1
S 0.19 1.60 5.44 -0.251
F 4.56 -2.40 3.37 -0.230
F 2.13 -0.99 4.20 -0.267
F -2.17 1.83 -3.08 -0.352
F 3.68 -2.29 0.88 -0.215
O -4.59 2.83 4.04 -0.495
O 9.27 1.21 -3.27 -0.526
O 4.58 0.97 -0.21 -0.602
O -7.87 0.17 0.80 -0.570
O -1.55 -3.40 -0.54 -0.626
O 5.99 -1.45 -6.51 -0.546
O 9.52 0.65 1.72 -0.540
N -3.86 -3.17 -4.11 -0.447
N -2.12 -1.04 0.31 0.616
N -3.27 0.08 -1.62 0.686
N -1.27 -0.48 1.29 0.660
N -1.85 1.45 -0.10 -0.411
C 6.25 -0.17 -4.54 -0.444
C -1.07 1.00 1.11 -0.188
C -4.85 1.56 2.07 0.019
C -5.27 -3.38 -3.66 -0.170
C -0.21 2.13 1.94 -0.461
C 6.81 1.72 -0.32 -0.487
C 8.51 0.60 -4.01 0.393
C -5.56 -1.36 -1.76 0.035
C -2.47 0.12 -0.54 0.036
C 7.29 -0.10 1.82 -0.249
C 8.19 -0.73 -6.05 -0.389
C -5.67 0.89 1.25 0.899
C -1.08 2.92 3.10 -0.692
C 9.01 -0.06 -5.24 -0.399
C -0.54 -1.17 2.42 -0.384
C -7.11 0.78 1.54 0.384
C 6.74 -0.83 -5.76 0.328
C -3.51 -3.12 1.39 -0.748
C 7.07 0.49 -3.72 0.068
C 2.15 -1.65 2.88 0.294
C 6.05 -0.03 1.34 0.171
C -6.79 2.11 3.58 -0.561
C -3.36 -1.98 -3.36 -0.546
C 3.50 -2.12 2.36 0.178
C 0.86 -1.95 1.92 -0.389
C -4.04 -1.05 -2.25 -0.111
C 5.71 0.89 0.23 0.541
C -5.35 2.22 3.29 0.009
C -6.18 -2.62 -2.59 -0.498
C -7.61 1.44 2.77 -0.539
C -4.59 1.35 -3.56 -1.060
C 8.05 1.64 0.17 -0.331
C -1.37 2.03 4.45 -0.385
C 8.38 0.72 1.28 0.218
C -3.44 1.44 -2.35 0.313
B -2.36 -2.51 0.36 0.154
H 1.14 2.65 5.32 0.157
H -4.53 -3.16 0.79 0.272
H -6.15 -0.74 -0.95 0.373
H 10.07 0.03 -5.44 0.425
H 5.18 -0.26 -4.34 0.437
H 1.10 -1.45 0.86 0.302
H -1.99 1.04 4.26 0.161
H 5.23 -0.63 1.73 -0.009
H 6.55 2.39 -1.13 0.468
H -2.25 -1.68 -3.66 0.332
H -7.28 -2.98 -2.37 0.330
H -2.10 3.34 2.71 0.319
H -3.83 2.29 -1.63 0.357
H 8.86 2.24 -0.22 0.397
H -5.32 0.40 0.35 -0.378
H -4.63 2.45 -4.01 0.365
H -3.14 -4.20 1.70 0.249
H -2.15 -3.90 -1.16 0.332
H 7.55 -0.77 2.63 0.459
H -8.67 1.35 2.96 0.435
H -5.81 -4.29 -4.22 0.310
H -3.79 1.64 1.87 0.287
H 0.66 1.55 2.50 0.149
H -0.15 -0.36 3.20 -0.279
H -4.26 0.65 -4.45 0.290
H -7.14 2.60 4.48 0.442
H 8.54 -1.21 -6.95 0.409
H 0.70 -3.09 1.71 0.480
H -0.42 3.86 3.44 0.396
H -3.55 -2.43 2.33 0.279
H 0.29 2.95 1.25 0.408
H 6.72 0.98 -2.82 0.218
H -5.66 1.14 -3.14 0.281
H -1.23 -1.89 3.08 0.281
H -2.06 2.70 5.15 0.373
```

The value obtained for the HOMO energy is -11.60 eV. For the largest force on an atom, the calculation gives 0.1593 Eh/bohr. The net charge is +1. The calculation puts the molecular weight at 756.6 g mol⁻¹. The value obtained for the relative energy (zero: lowest compared OMol25 entry of this formula, charge and spin) is 1453.0 kJ/mol.

---

No. 2
# C29H63HgN2O11S4

C29H63HgN2O11S4 as an isolated structure in a non-equilibrium geometry (wB97M-V/def2-TZVPD, the OMol25 dataset).

```
110
Properties=species:S:1:pos:R:3:mulliken_charge:R:1
Hg 3.07 19.68 -17.98 1.527
S 0.53 21.96 -12.99 0.845
S 6.01 22.05 -13.67 0.829
S 5.74 25.76 -19.76 1.191
S 6.84 20.01 -17.70 1.103
O 6.61 21.42 -12.48 -0.660
O 5.39 19.68 -17.78 -0.680
O 3.60 21.92 -17.52 -0.955
O 7.67 19.45 -16.64 -0.634
O 2.12 21.19 -16.28 -0.934
O 7.18 25.79 -20.04 -0.661
O 5.70 21.28 -14.90 -0.422
O 4.73 25.31 -20.74 -0.677
O 1.21 23.03 -13.69 -0.474
O -0.14 22.17 -11.69 -0.690
O 2.50 23.39 -16.21 1.126
N 1.74 28.01 -16.88 0.904
N -2.66 23.50 -18.28 0.346
C 7.64 19.69 -19.28 -0.701
C 2.78 22.17 -16.64 0.951
C 0.32 27.36 -18.87 -0.899
C 4.98 26.17 -17.14 0.939
C 7.20 22.17 -19.24 -0.400
C 6.48 24.69 -13.13 -0.990
C -0.65 23.96 -16.81 0.152
C 1.65 20.52 -12.86 -0.130
C -3.12 24.90 -18.48 -0.544
C 1.72 27.67 -18.29 -0.405
C 4.98 24.56 -13.09 -0.127
C 7.76 21.02 -20.08 -0.860
C 2.34 30.41 -16.83 -1.265
C 5.58 27.49 -17.66 -0.694
C -0.35 19.63 -14.17 -0.716
C 7.08 21.76 -17.73 0.104
C -0.68 21.16 -14.16 0.297
C 7.00 23.64 -14.11 -0.034
C 1.98 27.05 -14.73 -1.170
C 5.51 25.00 -18.09 -0.198
C -3.42 21.16 -18.94 -1.363
C -3.06 25.21 -20.02 -1.219
C 0.72 19.38 -13.11 -0.974
C 1.22 29.38 -16.62 -0.553
C 1.17 26.96 -16.05 -0.234
C 4.50 23.02 -13.08 0.362
C 5.36 27.51 -19.19 -0.806
C -3.79 22.62 -18.52 -0.536
C -2.02 23.28 -16.96 -1.216
H 8.03 23.29 -14.13 0.577
H 2.26 20.67 -13.74 -0.088
H -2.74 23.69 -16.25 0.236
H -3.47 26.19 -20.27 0.413
H 4.55 24.99 -13.99 -0.344
H 1.66 26.24 -14.08 0.327
H 3.75 22.88 -13.86 -0.626
H -0.31 21.47 -15.14 -0.619
H 1.36 25.94 -16.38 -0.211
H 6.64 24.04 -15.06 -0.358
H 7.91 23.00 -19.26 0.486
H 6.27 22.48 -19.71 0.096
H 0.37 27.04 -19.91 0.531
H -4.44 22.99 -19.32 0.488
H -3.22 20.44 -18.15 0.283
H 5.12 28.34 -17.14 0.289
H -1.66 21.61 -13.99 0.645
H 2.23 26.73 -18.44 -0.132
H 1.62 27.91 -14.17 0.447
H 6.73 25.71 -13.40 0.458
H 0.38 29.63 -17.26 0.279
H 0.02 19.30 -15.14 0.257
H 4.10 22.53 -12.19 0.491
H -4.51 22.57 -17.70 0.356
H 7.27 20.82 -21.03 0.289
H 8.00 21.94 -17.18 0.398
H -0.23 23.84 -15.81 0.174
H 1.31 18.48 -13.29 0.432
H 3.26 30.32 -16.25 0.268
H 2.22 28.42 -18.91 0.402
H 2.66 30.41 -17.87 0.280
H 8.68 19.46 -19.07 0.317
H -0.38 28.18 -18.73 0.294
H -4.13 25.08 -18.10 0.376
H -1.98 22.22 -16.70 0.514
H 3.89 26.11 -17.15 -0.740
H 0.08 23.54 -17.50 0.242
H -2.01 25.17 -20.32 0.237
H -0.70 25.03 -16.98 -0.519
H 4.94 24.08 -18.27 0.077
H 0.82 29.48 -15.61 0.474
H -2.48 25.60 -17.96 0.331
H 0.09 26.90 -15.91 0.540
H 6.87 24.54 -12.12 0.351
H 6.64 27.53 -17.42 0.395
H 4.64 25.14 -12.23 0.528
H -1.29 19.15 -13.90 0.352
H 1.86 31.38 -16.78 0.426
H 4.38 27.78 -19.59 0.178
H -2.53 21.19 -19.56 0.318
H 8.82 21.23 -20.24 0.318
H 6.50 24.70 -17.75 0.098
H -4.23 20.71 -19.52 0.404
H 6.12 28.04 -19.77 0.600
H 7.13 18.81 -19.69 0.549
H 0.23 19.21 -12.14 0.371
H -3.75 24.62 -20.61 0.366
H 3.06 26.99 -14.92 0.084
H 1.81 23.18 -15.58 -0.615
H 5.18 25.90 -16.10 -0.253
H -0.09 26.49 -18.36 -0.144
H 2.24 20.66 -11.95 0.527
H 6.29 22.18 -17.10 -0.373
```

The value obtained for the HOMO energy is -10.25 eV. For the largest force on an atom, the calculation gives 0.0841 Eh/bohr. The net charge is +1. The calculation puts the molecular weight at 944.7 g mol⁻¹. The value obtained for the relative energy (zero: lowest compared OMol25 entry of this formula, charge and spin) is 160.4 kJ/mol.

---

No. 3
# C3H7O3PS

One molecule with the formula C3H7O3PS in a non-equilibrium geometry (wB97M-V/def2-TZVPD, the OMol25 dataset).

```
15
Properties=species:S:1:pos:R:3:mulliken_charge:R:1
S 0.55 2.77 -0.05 -0.293
P 0.14 0.83 -0.84 0.785
O -0.40 1.05 -2.34 -0.481
O 1.28 -0.08 -0.84 -0.525
O -1.18 0.16 -0.12 -0.333
C -0.93 -1.22 0.10 -0.342
C 0.18 -1.46 1.09 -0.280
C 0.68 -0.55 1.87 -0.455
H -0.53 3.48 -0.48 0.185
H 0.28 1.26 -3.00 0.355
H -0.62 -1.73 -0.90 0.282
H 0.31 0.36 1.67 0.345
H -1.91 -1.63 0.37 0.347
H 0.50 -2.57 1.01 0.206
H 1.62 -0.67 2.46 0.205
```

The value obtained for the HOMO energy is -9.48 eV. Its SMILES is C=CCO[P@@](=O)(O)S. For the largest force on an atom, the calculation gives 0.0861 Eh/bohr. The net charge is 0. The calculation puts the molecular weight at 154.1 g mol⁻¹. The value obtained for the relative energy (zero: lowest compared OMol25 entry of this formula, charge and spin) is 106.6 kJ/mol.

---

No. 4
# C5H8OS2

One molecule with the formula C5H8OS2 in a non-equilibrium geometry (wB97M-V/def2-TZVPD, the OMol25 dataset).

```
16
Properties=species:S:1:pos:R:3:mulliken_charge:R:1
S 1.81 -0.61 -0.88 -0.165
S -1.27 -0.77 -0.93 -0.021
O -1.02 1.90 0.02 -0.552
C 1.03 0.84 -0.48 0.142
C -2.89 -0.60 0.08 -0.789
C 1.49 2.07 -0.25 -0.663
C 1.91 -1.61 0.76 -0.586
C -0.55 0.85 -0.37 0.456
H 0.70 -1.35 0.96 0.225
H -2.76 -0.31 1.20 0.249
H 2.95 -1.28 1.22 0.312
H -3.52 -1.55 0.12 0.344
H 2.62 2.20 -0.67 0.186
H -3.45 -0.01 -0.70 0.271
H 0.91 2.94 -0.12 0.383
H 2.04 -2.71 0.04 0.208
```

The value obtained for the HOMO energy is -8.59 eV. Its SMILES is C=C(SC)C(=O)SC. For the largest force on an atom, the calculation gives 0.1112 Eh/bohr. The net charge is 0. The calculation puts the molecular weight at 148.3 g mol⁻¹. The value obtained for the relative energy (zero: lowest compared OMol25 entry of this formula, charge and spin) is 410.7 kJ/mol.

---

Q: Which value of HOMO does entry 2 give?
A: -10.25 eV